{"formula": "C3H4", "method": "ωB97M-V/def2-TZVPD", "elements": ["H", "C", "H", "C", "H", "H", "C"], "xyz": [[0.299, -1.078, 2.059], [0.024, -1.114, -0.226], [0.347, -1.814, -0.960], [-0.639, 0.087, 0.161], [0.097, 2.653, -1.290], [-0.138, 2.058, -0.820], [0.010, -0.792, 1.077]], "mulliken_charge": [0.341, -0.061, 0.329, -0.525, 0.260, -0.254, -0.089], "energy_ha": -116.51268, "mol_weight_da": 40.07, "orbital_gap_ev": 10.1, "relative_energy_kcal_mol": 77.9, "homo_ev": -9.130, "fmax_ev_per_a": 2.0}

{"formula": "C2H7O2", "method": "ωB97M-V/def2-TZVPD", "elements": ["C", "H", "H", "H", "H", "C", "H", "H", "O", "H", "O"], "xyz": [[-0.934, -1.260, -0.444], [-0.158, -2.010, -0.824], [-0.182, -0.839, 1.491], [1.574, 1.318, -0.318], [-1.699, -1.966, -0.072], [-0.323, -0.265, 0.570], [-1.379, -0.637, -1.118], [1.438, 2.751, 0.228], [1.837, 2.298, -0.403], [-1.112, 0.535, 0.750], [0.939, 0.075, 0.141]], "mulliken_charge": [-1.000, 0.232, 0.188, 0.473, 0.318, -0.265, 0.254, 0.211, -0.745, 0.190, -0.858], "energy_ha": -230.85185, "mol_weight_da": 63.08, "orbital_gap_ev": 7.5, "total_charge": -1, "relative_energy_kcal_mol": 20.6, "homo_ev": -2.880, "fmax_ev_per_a": 6.6}

{"formula": "C7H10N3S", "method": "ωB97M-V/def2-TZVPD", "elements": ["H", "C", "H", "H", "N", "C", "S", "C", "H", "H", "H", "C", "H", "C", "N", "H", "H", "N", "C", "C", "H"], "xyz": [[-2.331, 0.199, -1.153], [2.142, -0.220, -0.756], [0.604, 1.621, 2.777], [2.454, -0.316, 0.338], [0.060, -1.197, -1.437], [-0.287, -2.327, -1.479], [-0.663, -2.695, 1.028], [-0.340, 0.953, -0.505], [-2.448, 1.499, -0.049], [-0.696, -2.913, -2.192], [-0.315, 2.626, 0.882], [-0.259, -1.335, 1.596], [-0.076, 1.824, -1.218], [0.546, -0.228, -0.763], [0.055, 1.596, 0.810], [2.494, 0.724, -1.218], [2.398, -1.214, -1.288], [0.063, -0.282, 2.207], [0.325, 0.954, 1.944], [-1.820, 0.587, -0.273], [-1.905, 0.145, 0.749]], "mulliken_charge": [0.369, -1.126, 0.425, 0.259, -0.013, -0.361, -0.219, 0.218, 0.398, 0.448, 0.351, 0.757, 0.413, 0.078, -0.242, 0.326, 0.359, -0.412, -0.069, -1.262, 0.304], "energy_ha": -834.77874, "mol_weight_da": 168.25, "orbital_gap_ev": [7.0, 7.0], "total_charge": 1, "relative_energy_kcal_mol": 86.6, "homo_ev": [-11.743, -11.743], "fmax_ev_per_a": 3.2}

{"formula": "C4H8N2OS", "method": "ωB97M-V/def2-TZVPD", "elements": ["C", "N", "H", "H", "H", "C", "C", "H", "H", "C", "H", "H", "N", "O", "S", "H"], "xyz": [[-1.802, 0.550, 0.405], [0.586, -0.231, 0.292], [1.399, 0.520, -1.372], [3.127, -0.241, 1.184], [-0.167, 2.192, 0.405], [-1.143, -1.768, -0.092], [-0.744, -0.283, -0.291], [-2.733, 0.257, 0.085], [-0.272, -2.400, 0.171], [1.548, 0.228, -0.352], [3.515, 0.456, -0.502], [-0.817, 0.124, -1.379], [2.851, 0.036, 0.139], [-2.292, -2.120, -0.089], [-1.460, 2.288, -0.089], [-1.594, 0.392, 1.487]], "mulliken_charge": [-0.965, -0.643, 0.380, 0.271, 0.121, -0.156, 0.325, 0.473, 0.323, -0.024, 0.232, 0.424, -0.440, -0.465, -0.234, 0.378], "energy_ha": -740.10029, "mol_weight_da": 132.19, "orbital_gap_ev": 9.7, "smiles": "N/C=N/[C@@H](C=O)CS", "relative_energy_kcal_mol": 38.7, "homo_ev": -8.954, "fmax_ev_per_a": 4.0}

{"formula": "C13H24Cl2F6NO7S2SbTi", "method": "ωB97M-V/def2-TZVPD", "elements": ["H", "C", "C", "F", "H", "C", "F", "C", "H", "H", "Cl", "H", "H", "Cl", "H", "F", "H", "C", "H", "C", "O", "H", "F", "H", "Ti", "O", "O", "F", "H", "C", "Sb", "H", "C", "H", "H", "H", "H", "C", "H", "S", "C", "N", "H", "O", "S", "F", "O", "H", "H", "O", "O", "C", "H", "C", "C", "H", "H"], "xyz": [[-2.457, -3.191, 1.549], [-1.661, -3.933, 1.520], [3.321, 1.923, 1.953], [-2.923, -0.766, -4.818], [3.473, 0.993, 1.402], [0.688, 3.806, 0.228], [-0.856, -0.759, -5.478], [-3.748, 1.938, -0.998], [-0.431, 1.303, 4.241], [-0.283, 4.280, 0.087], [-2.694, -0.511, 0.890], [-1.433, -4.242, 2.539], [0.200, -5.235, 0.067], [-2.075, 2.245, -0.978], [-2.075, 2.719, 2.048], [-1.617, 0.847, -4.243], [-1.709, 0.552, 3.279], [0.177, -2.293, 1.851], [-1.380, -3.187, -0.822], [-1.677, -0.448, -4.490], [1.183, -0.255, -1.131], [1.798, 1.114, 3.271], [3.829, -0.546, -2.382], [1.784, 2.883, 3.163], [-0.645, -0.373, -0.104], [1.181, 0.608, -3.428], [-2.048, -2.579, -2.948], [3.058, -1.689, -4.055], [-1.993, -4.805, 0.951], [-1.355, 1.496, 3.694], [0.336, 1.907, 1.177], [-0.804, 3.486, 3.020], [1.427, 3.663, -1.106], [-4.095, 1.214, -1.717], [4.104, 1.992, 2.712], [1.071, -4.750, 1.537], [2.432, 3.262, -0.963], [-0.409, -3.337, 0.895], [1.525, 4.631, -1.603], [1.254, -0.536, -2.574], [-1.151, 2.541, 2.596], [0.310, -1.739, -3.023], [0.905, 2.992, -1.790], [-0.747, -2.638, -0.336], [-1.222, -1.420, -2.956], [2.900, -2.469, -2.044], [0.554, -2.608, 2.945], [-2.098, 1.840, 4.418], [1.440, -3.967, -0.012], [-1.476, -0.408, -1.900], [0.217, -1.068, 1.357], [0.645, -4.392, 0.600], [1.264, 4.409, 0.933], [1.937, 1.961, 2.601], [2.878, -1.372, -2.787], [-4.292, 2.160, -0.096], [3.462, 2.753, 1.258]], "mulliken_charge": [0.274, -1.729, -1.116, -0.216, 0.291, -0.889, -0.207, -0.845, 0.291, 0.536, -0.602, 0.444, 0.420, 0.159, 0.347, -0.178, 0.126, 0.053, 0.192, 0.546, -0.076, 0.424, -0.183, 0.455, 0.227, -0.606, -0.655, -0.192, 0.467, -1.014, -0.127, 0.502, -0.896, 0.388, 0.377, 0.414, 0.262, 1.716, 0.386, 1.130, -0.633, -0.513, 0.134, -0.004, 1.172, -0.176, -0.627, 0.398, 0.301, -0.223, 0.162, -1.785, 0.536, -0.726, 0.514, 0.327, 0.251], "multiplicity": 3, "energy_ha": -4496.90423, "mol_weight_da": 724.99, "orbital_gap_ev": [8.5, 8.7], "relative_energy_kcal_mol": 20.4, "homo_ev": [-8.283, -9.145], "s_squared": 2.0071, "fmax_ev_per_a": 1.6}